The following is a DFT calculation (ωB97M-V with the def2-TZVPD basis set) of the molecule C2H2Cl3NO.

Net charge: 0
SMILES string: O=NCC(Cl)(Cl)Cl
HOMO in eV: -9.4
Energy relative to the best compared isomer or geometry (same formula, charge and spin) in eV: 2.852
Max |F| in hartree/bohr: 0.04915

```
9
Properties=species:S:1:pos:R:3:lowdin_charge:R:1
O -0.05 -1.54 1.93 -0.002
N 0.61 -0.71 1.40 -0.125
C -0.06 0.08 0.19 -0.284
C -0.69 1.19 0.99 -1.570
Cl -1.18 2.66 -0.07 0.478
Cl 0.57 1.76 2.09 0.641
Cl -2.10 0.65 1.82 0.652
H -0.79 -0.47 -0.34 0.098
H 0.83 0.54 -0.28 0.112
```

The following is a DFT calculation (ωB97M-V with the def2-TZVPD basis set) of a cluster of 2 separate species, C2H2Cl6 in total.

Net charge: +1
Spin multiplicity: 2
HOMO (alpha / beta) in eV: -15.4 / -14.6
Energy relative to the best compared isomer or geometry (same formula, charge and spin) in eV: 0.017
Max |F| in hartree/bohr: 0.02848

```
10
Properties=species:S:1:pos:R:3:lowdin_spin:R:1
C 0.61 -1.83 0.83 -0.025
Cl 1.76 -3.12 1.23 0.196
Cl -0.71 -1.78 2.10 0.359
Cl -0.09 -2.15 -0.78 0.138
H 1.20 -0.91 0.86 -0.001
C -0.64 2.03 -0.83 -0.008
Cl 1.02 2.59 -1.16 0.115
Cl -0.61 1.28 0.81 0.177
Cl -1.18 1.03 -2.20 0.049
H -1.34 2.86 -0.87 0.000
```

Which value of energy relative to the best compared isomer or geometry (same formula, charge and spin) does entry 2 give?
0.017 eV

Among the records above, which one has the lowest max |F|?
C2H2Cl6

Which formula does entry 2 have?
C2H2Cl6